Entry 1:
83
Properties=species:S:1:pos:R:3:mulliken_charge:R:1 method="wB97M-V/def2-TZVPD" gap_ev=8.5 homo_ha=-0.3010 e_tot_ha=-2163.79496 spin_multiplicity=1
P -1.2199 0.3932 0.0567 -0.28
O 6.2850 0.9505 2.5821 -0.65
O 1.1905 -2.6656 -6.7277 -0.63
O -5.3150 -0.9640 -2.9093 -0.64
O 0.0242 4.8326 -0.8456 -0.60
O -0.8463 -1.1789 -0.4300 -0.18
N 2.2786 5.0370 -0.8043 -0.33
N 7.4187 2.1907 4.1055 -0.39
N 2.4473 1.9098 2.7518 -0.28
N 0.9840 6.6304 -1.8358 -0.43
N -4.6343 0.2944 -1.1537 -0.12
N -0.0487 -4.3156 -7.6594 -0.35
N 1.1705 -0.2224 6.1537 -0.60
N 5.1682 2.5190 3.7728 -0.27
N -6.7445 0.5555 -2.0248 -0.39
N 0.4196 -2.4017 -8.8414 -0.41
N -1.3122 0.2351 5.7850 -0.27
N -0.4411 -1.9109 6.1175 -0.77
C -2.6550 0.3559 1.3054 -0.93
C -5.5484 -0.0970 -2.0853 0.51
C 0.1979 1.0256 1.0872 1.05
C -1.0386 -2.7651 -2.3741 0.58
C -0.9389 -1.2925 -1.8790 -1.12
C 6.2879 1.8288 3.4300 0.59
C 0.3230 2.4173 1.5218 -0.45
C 1.2484 0.0911 1.5217 -0.35
C -2.1921 -3.5310 -1.5856 -1.27
C -0.1944 -0.6556 6.0186 0.57
C -2.0928 1.3933 3.6727 -0.81
C 0.5631 -3.0980 -7.6785 0.64
C 1.6076 -2.7046 -2.1808 -1.39
C 2.2967 0.6268 2.3492 -0.77
C -1.0132 1.3183 4.8177 0.11
C 1.0279 5.4581 -1.1419 0.64
C 1.4651 2.7450 2.3331 -1.12
C 0.4449 -4.2736 -3.7767 -1.60
C 0.3170 -3.5754 -2.3526 0.49
C -2.1517 0.0927 2.7965 -0.79
H -1.2073 -0.5110 2.8232 0.27
H 0.0774 6.9713 -2.1019 0.22
H -0.9956 2.2825 5.4015 0.32
H 3.0725 -0.0977 2.6999 0.35
H -3.0591 1.4015 1.2994 0.31
H -0.5172 -4.7686 -4.0746 0.34
H -0.0920 -2.7392 -9.6347 0.15
H 1.5158 0.1160 5.2484 0.21
H 1.7969 7.1596 -2.0894 0.15
H -0.1220 -0.6898 -2.3405 0.26
H -3.0843 -3.6018 -2.2602 0.29
H -3.7413 -0.1644 -1.1689 0.00
H 0.6803 -3.4818 -4.5568 0.38
H 1.6660 -2.0001 -3.0515 0.30
H -1.4562 -2.0163 5.9971 0.27
H -1.3889 -2.7215 -3.4401 0.47
H -2.9371 -0.5659 3.2607 0.52
H -3.3981 -0.4093 0.9939 0.73
H 1.5483 3.8103 2.6597 0.34
H 0.8577 -1.4992 -8.8914 0.22
H 8.2652 1.7007 3.8773 0.24
H -3.0856 1.4698 4.1980 0.49
H 7.4448 2.9080 4.8050 0.15
H 2.3491 4.1743 -0.2920 0.21
H 3.1173 5.5344 -1.0376 0.17
H -0.5697 -4.6907 -8.4294 0.17
H 1.2559 -5.0426 -3.8057 0.39
H 5.1507 3.2427 4.4667 0.16
H -1.9009 -0.7886 -2.1861 0.53
H -6.9568 1.2710 -1.3555 0.15
H -1.9854 2.3403 3.0890 0.43
H -7.4436 0.2930 -2.6965 0.24
H 1.1512 -0.9598 1.1909 0.42
H -0.4613 3.1406 1.2310 0.61
H 0.2793 -4.4191 -1.6187 0.36
H 0.0154 1.2380 4.3745 -0.47
H 2.5085 -3.3715 -2.2738 0.44
H 1.6980 -1.0907 6.3034 0.34
H -4.8045 1.0049 -0.4673 0.22
H 0.0358 -4.8573 -6.8170 0.22
H -1.7008 0.6025 6.6514 0.26
H 1.6929 -2.1902 -1.1961 0.14
H 4.3085 2.2767 3.2915 0.44
H -1.8260 -4.5384 -1.2863 0.38
H -2.5327 -2.9718 -0.6828 0.21

Entry 2:
40
Properties=species:S:1:pos:R:3:lowdin_spin:R:1 method="wB97M-V/def2-TZVPD" s_squared=8.81 charge=+2 gap_ev="6.1 / 4.2" homo_ha="-0.4932 / -0.5534" e_tot_ha=-954.98594 spin_multiplicity=6
Ru -0.8632 -0.7437 -0.4588 2.20
N 0.1466 -1.3635 1.3172 0.09
N 0.7109 0.6715 0.1277 0.39
N 1.7942 0.1129 0.6272 0.41
C -0.0662 -2.6666 -1.5772 0.07
C 0.3604 -2.8329 3.1348 0.07
C -2.6931 0.6366 -0.8376 0.06
C 0.3023 4.3645 0.2558 0.19
C 1.7408 -2.5085 3.2165 0.02
C 2.2119 2.4706 -0.5940 0.24
C -3.0792 -0.7367 -1.1022 0.11
C -0.0591 3.0093 0.2008 0.29
C -1.3600 -0.1692 -2.5816 0.03
C -0.4163 -2.2230 2.1527 0.04
C 0.9229 2.0460 -0.1577 0.04
C -2.3569 -1.1619 -2.2572 0.10
C 2.2773 -1.5663 2.3716 0.06
C -1.6653 0.9924 -1.7623 0.15
C 1.5895 4.7620 -0.1544 0.05
C 1.4387 -0.9347 1.4414 0.03
C 2.5385 3.8285 -0.6055 0.28
C -1.0399 -2.8836 -0.6264 0.01
H -2.0840 -2.6256 -0.7694 0.01
H -2.4202 -2.1528 -2.6925 0.00
H -0.1475 -3.5102 3.7791 0.00
H 2.9172 1.6982 -0.9172 0.01
H -0.8575 -3.6816 0.1526 0.00
H 3.5179 4.1317 -0.9863 0.01
H 2.3546 -3.0046 3.9708 0.00
H -0.5687 -0.2301 -3.3053 0.00
H 3.3397 -1.2343 2.3111 0.00
H -3.1309 1.2708 -0.0449 0.00
H -0.4297 5.0909 0.5937 0.01
H -3.7509 -1.3553 -0.5305 0.01
H 1.8400 5.8170 -0.1452 0.00
H -1.4523 -2.4208 1.9307 0.00
H -1.2164 1.9851 -1.9532 0.01
H -0.3031 -2.5832 -2.6473 0.00
H -1.0354 2.6508 0.5111 0.01
H 0.9924 -2.9495 -1.3880 0.01

Entry 3:
71
Properties=species:S:1:pos:R:3:lowdin_spin:R:1 method="wB97M-V/def2-TZVPD" s_squared=0.84 gap_ev="5.3 / 4.6" homo_ha="-0.2330 / -0.2091" e_tot_ha=-5095.87954 spin_multiplicity=2
I 1.1614 -2.3031 2.5097 0.00
Tc 0.1582 -1.0016 0.1527 0.99
Se 3.4258 -0.0820 0.5095 0.00
S 2.4029 2.0374 -1.3516 0.00
O 2.4767 -2.7415 -0.1529 0.00
O 4.1036 0.8747 1.5886 0.00
O 1.8349 0.2992 0.5996 0.00
O 3.7165 1.2515 -1.0831 0.00
N -2.7828 -0.3430 -1.4897 0.02
N 1.6574 -1.8966 -1.0151 0.00
N 1.7484 -0.3320 -2.7499 0.02
N -2.0149 -1.7548 0.2256 0.01
N 1.2281 3.0377 0.9418 0.00
N 3.3050 3.6320 0.7085 0.00
N -0.4042 -0.3177 -1.6730 0.02
C -1.0459 -0.0221 1.6783 0.00
C -3.9338 0.1215 2.6421 0.00
C -0.7834 -1.8449 4.8215 0.00
C -1.6125 -1.1030 2.5742 0.00
C -2.0229 -1.4505 5.4568 0.00
C -3.9658 -0.2259 0.4948 0.00
C 3.5945 -1.6699 -2.5391 0.00
C -2.6118 0.6881 -4.4077 0.00
C -2.2206 1.2223 -5.6201 -0.01
C -4.5330 -0.9495 1.7119 0.00
C -3.3572 0.8837 1.4434 0.00
C 2.3007 2.9548 0.1379 0.00
C -3.0005 -0.9420 3.2588 0.00
C -2.8611 -0.8743 -0.2814 0.01
C -2.2258 -2.1660 1.5856 0.00
C 2.3069 -1.2837 -1.9994 -0.03
C 0.4722 -0.0048 -2.6786 -0.04
C 2.8751 -3.9300 -0.6982 -0.01
C 3.6720 -4.0274 -1.7708 0.00
C 2.8673 4.1201 1.9060 0.00
C -0.8674 1.4211 -5.9154 0.00
C 0.1300 1.0737 -5.0225 -0.01
C -0.6126 -1.6788 3.5088 0.00
C 4.1418 -2.9026 -2.5290 -0.02
C -1.8673 0.9558 1.2904 0.02
C 1.5698 3.7492 2.0554 0.00
C 4.6388 3.7233 0.1920 0.00
C -3.5922 -2.0068 2.2942 0.00
C -3.0680 -1.0469 4.7315 0.00
C -1.6714 -0.1682 -2.1601 0.01
C -1.6211 0.3742 -3.4893 -0.01
C -0.2521 0.5426 -3.7962 0.00
H 0.8823 3.9289 2.8551 0.00
H 4.0093 -0.9058 -3.1813 0.00
H 0.4026 2.4635 0.8218 0.00
H 4.6024 3.7766 -0.8970 0.00
H -2.9681 1.4727 -6.3610 0.00
H 5.1272 4.6056 0.6024 0.00
H -4.5183 0.7069 3.3501 0.00
H -2.0764 -1.5104 6.5326 0.00
H 0.0036 -2.2596 5.4337 0.00
H 3.5120 4.6824 2.5466 0.00
H -4.0408 -2.9330 2.6463 0.00
H -3.8221 1.8559 1.2805 0.00
H -0.6017 1.8406 -6.8762 0.00
H -3.6442 0.4970 -4.1635 0.00
H 1.1754 1.1978 -5.2644 0.00
H -1.5268 1.7172 0.5909 0.00
H 5.1921 2.8214 0.4723 0.00
H -1.8072 -3.1725 1.7063 0.00
H 5.0040 -3.0736 -3.1582 0.00
H 3.9930 -5.0122 -2.0726 0.00
H -5.5885 -1.2003 1.6858 0.00
H -4.0025 -0.7592 5.1967 0.00
H 2.5393 -4.7972 -0.1418 0.00
H -4.7068 0.1637 -0.2019 0.00

Entry 4:
40
Properties=species:S:1:pos:R:3:nbo_charge:R:1 method="wB97M-V/def2-TZVPD" gap_ev=10.7 homo_ha=-0.3723 e_tot_ha=-772.26532 spin_multiplicity=1 relative_energy_kcal_mol=197.5
O -3.0575 1.1068 -3.0339 -0.45
O -2.5315 0.9655 0.4321 -0.32
O -3.4378 0.8794 -1.6576 -0.32
O -3.6530 0.1668 0.8398 -0.43
C -2.0618 0.7517 -0.9482 0.55
C 0.3193 2.0859 -0.6062 -0.39
C 2.2267 -0.7597 0.1286 -0.43
C -1.1567 1.9195 -1.1433 -0.49
C 0.5451 1.9596 0.9443 -0.41
C 2.0041 1.6354 1.3366 -0.40
C 0.9857 -2.8621 0.7632 -0.39
C 2.8041 0.6307 0.4999 -0.40
C 1.8363 -1.6292 1.4417 -0.41
C -0.1692 -2.3986 -0.1391 -0.40
C -1.0236 -1.2596 0.3194 -0.41
C -1.6314 -0.7040 -1.0145 -0.49
H 1.3776 -0.8188 -0.5919 0.21
H 1.5328 -3.6135 0.3032 0.20
H 1.1594 1.3435 -1.0231 0.20
H -0.0563 0.9871 1.1950 0.20
H 0.6020 -3.3197 1.6643 0.19
H -4.3138 0.6928 0.2840 0.47
H 2.5947 2.5638 1.3030 0.20
H 3.1640 1.1488 -0.2886 0.20
H 1.9872 1.4638 2.3911 0.20
H 3.7017 0.4348 1.2261 0.21
H -0.9831 2.0913 -2.2730 0.25
H 1.1780 -1.1060 2.1053 0.19
H -2.6048 -1.2467 -1.0976 0.25
H -2.9951 0.1180 -3.4573 0.46
H 2.5675 -2.0753 2.1785 0.22
H 0.3587 -2.1460 -1.1060 0.18
H 0.2163 2.7751 1.5928 0.22
H -1.6337 2.8188 -0.6804 0.25
H -1.6887 -1.7467 1.1337 0.24
H 0.6506 3.0902 -1.0409 0.21
H -0.6883 -3.3517 -0.5347 0.21
H 3.1321 -1.2381 -0.3751 0.22
H -0.9596 -0.7707 -1.7745 0.21
H -0.2981 -0.5830 0.7036 0.21

Entry 5:
30
Properties=species:S:1:pos:R:3:nbo_charge:R:1 method="wB97M-V/def2-TZVPD" charge=-1 gap_ev=8.6 homo_ha=-0.2030 e_tot_ha=-1043.71051 spin_multiplicity=1 relative_energy_kcal_mol=107.2
O -0.8264 0.9659 1.1924 -0.56
O 1.9258 1.0585 -1.7136 -0.50
O -1.2413 -2.7124 -1.2830 -0.49
O -2.7183 0.6258 0.2897 -0.48
O -1.9772 -4.3355 0.1769 -0.62
O 1.5294 -0.2062 0.0921 -0.51
O 2.1516 -1.1501 -1.8127 -0.60
O -0.5714 -2.6769 0.9041 -0.49
O -2.5328 2.0492 1.6998 -0.54
N -2.0169 1.1364 1.0726 0.76
C 1.4901 2.0261 -0.7172 -0.10
C -1.3318 -3.3195 -0.0525 0.97
C -0.4067 -1.3819 0.4367 -0.13
C -1.6849 -0.3591 -1.5139 -0.63
C -0.7127 -1.3925 -1.0828 0.05
C 1.2428 1.1393 0.5269 -0.02
C 1.7962 -0.1992 -1.2149 0.98
C 2.0731 1.3900 1.8187 -0.63
H 3.1495 1.3866 1.6468 0.19
H 0.2578 -1.1792 -1.5308 0.19
H 0.5705 2.5493 -0.9791 0.19
H 1.8042 0.6082 2.5290 0.22
H 0.2092 1.2549 0.8531 0.30
H 2.2764 2.7089 -0.3952 0.18
H -1.2985 0.6562 -1.6034 0.20
H 1.9610 2.3862 2.2466 0.21
H -1.2135 -0.8725 0.9637 0.18
H 0.5049 -1.0024 0.8983 0.24
H -2.5696 -0.5073 -0.8947 0.27
H -1.8404 -0.6469 -2.5537 0.19